[1]
{
  "formula": "C2H8CsN4O6S",
  "method": "ωB97M-V/def2-TZVPD",
  "lumo_ev": 1.54,
  "orbital_gap_ev": 5.1741,
  "de_lowest_kj_mol": 0.00,
  "charge": -1,
  "elements": ["O", "C", "H", "H", "N", "N", "Cs", "O", "H", "N", "H", "H", "O", "C", "N", "H", "H", "S", "O", "O", "O", "H"],
  "coordinates": [[4.76262, 1.28796, -0.87557], [-2.80291, 0.31719, -1.38582], [-2.22311, -0.56265, 0.35738], [2.12659, -1.32004, 1.07668], [-3.86541, 0.27307, -2.19106], [-2.96740, -0.50651, -0.32305], [1.07575, 0.92462, -1.93053], [-1.77685, 0.81598, -1.64329], [-0.19950, 1.02547, 1.22394], [0.51379, 0.31501, 1.30507], [1.40194, 0.58023, 0.90392], [1.05875, -2.63192, 1.65930], [4.82806, 0.67507, 1.47554], [0.18801, -0.92246, 1.37748], [1.22024, -1.69571, 1.31646], [-3.87863, -0.92191, -0.19190], [-4.53197, -0.41111, -1.86286], [3.94361, 1.09035, 0.37873], [-1.02496, -1.26286, 1.61489], [3.12220, 2.25942, 0.71651], [3.01324, -0.05357, 0.08498], [-3.98408, 0.72436, -3.08680]],
  "atomic_forces_ev_per_a": [[-1.31, 0.35, 0.88], [-2.18, -3.37, 1.28], [0.26, -0.56, 0.76], [0.72, 0.29, -0.13], [-2.45, -0.10, -0.96], [-0.70, 0.34, 0.01], [0.93, 0.07, 0.30], [4.33, 3.17, -1.13], [-0.11, -0.37, 0.25], [-0.13, 5.28, -1.10], [0.99, 0.01, 0.39], [0.39, 0.11, -0.37], [-0.38, 0.34, 0.16], [-4.04, -0.99, 1.49], [0.87, -3.82, 0.17], [0.57, 0.02, 0.59], [-0.35, 0.49, -0.89], [3.25, -0.59, -1.04], [1.37, -0.24, -0.54], [-0.83, 0.55, -0.20], [-1.56, -0.84, -0.37], [0.37, -0.14, 0.44]],
  "lowdin_charge": [-0.474, -0.761, 0.051, 0.073, 0.150, 0.172, 1.150, -0.113, 0.117, 0.152, 0.010, 0.120, -0.419, -0.741, 0.189, 0.099, 0.094, 0.171, -0.084, -0.449, -0.622, 0.112]
}

***

[2]
{
  "formula": "C6H14N2",
  "method": "ωB97M-V/def2-TZVPD",
  "lumo_ev": [-6.07, -6.71],
  "orbital_gap_ev": [6.9362, 6.2983],
  "de_lowest_kj_mol": 424.18,
  "s2": 0.76,
  "multiplicity": 2,
  "charge": 1,
  "elements": ["C", "C", "C", "H", "N", "H", "H", "H", "H", "H", "H", "C", "H", "N", "H", "H", "H", "H", "H", "C", "C", "H"],
  "coordinates": [[-0.40889, 0.68352, -0.99195], [-0.34886, 0.77842, 0.51807], [0.42553, 1.55845, 1.50333], [0.16623, 1.50245, -1.44676], [2.27922, -0.45938, -0.57883], [-0.24033, 2.39325, 1.83201], [1.55856, -2.15386, -1.60891], [0.70124, -1.79003, -0.05129], [-2.92821, -1.21255, 1.37549], [-1.44642, 0.86636, -1.31196], [1.31365, 2.02531, 1.07744], [-1.61627, 0.23810, 1.05980], [-0.80390, -1.33599, -1.72141], [-1.90880, -1.16524, 1.28872], [-1.68336, -0.77840, 0.21386], [2.85567, -0.89545, 0.12922], [0.60412, 0.96021, 2.38410], [0.40519, -0.32674, -2.71755], [1.83711, 0.35739, -0.19990], [1.18192, -1.36341, -0.96292], [0.06513, -0.62685, -1.74037], [-2.00853, 0.74441, 1.94983]],
  "atomic_forces_ev_per_a": [[1.16, 0.73, -0.82], [-3.42, -1.26, -0.52], [-0.53, 1.12, -0.91], [0.02, -0.06, 0.40], [-0.62, -0.51, -0.71], [0.31, -0.37, -0.09], [0.02, -0.16, 0.20], [0.23, -0.21, -0.56], [-0.01, -0.21, 0.35], [0.25, 0.00, 0.22], [0.06, -0.19, 0.18], [2.31, 0.26, 6.04], [0.76, 0.56, -0.74], [1.03, 3.27, -4.81], [-1.16, -3.95, -0.22], [0.08, 0.15, 0.01], [0.34, -0.18, 0.26], [-0.27, -0.10, -0.42], [0.48, 0.39, 0.35], [-0.36, 0.45, 0.38], [-0.22, -0.84, 2.07], [-0.47, 1.10, -0.67]],
  "lowdin_charge": [-0.139, -0.153, -0.005, 0.138, 0.028, 0.136, 0.117, 0.109, 0.119, 0.132, 0.106, -0.084, 0.122, 0.182, 0.128, 0.084, 0.112, 0.116, 0.010, -0.267, -0.142, 0.150]
}

***

[3]
{
  "formula": "C28H70NO19P4S",
  "method": "ωB97M-V/def2-TZVPD",
  "lumo_ev": -3.53,
  "orbital_gap_ev": 8.0666,
  "charge": 1,
  "elements": ["H", "H", "H", "H", "O", "H", "C", "H", "H", "S", "O", "C", "H", "H", "H", "H", "H", "O", "C", "C", "C", "H", "H", "H", "H", "C", "C", "O", "C", "H", "H", "C", "O", "P", "H", "H", "H", "C", "C", "C", "H", "H", "C", "H", "C", "O", "H", "H", "H", "H", "C", "O", "H", "H", "O", "H", "C", "O", "O", "O", "C", "O", "C", "H", "H", "C", "H", "C", "H", "H", "C", "H", "H", "C", "H", "O", "H", "H", "P", "N", "H", "H", "H", "H", "O", "H", "H", "H", "C", "H", "O", "H", "P", "H", "O", "C", "H", "H", "H", "O", "H", "H", "O", "C", "H", "H", "C", "C", "H", "H", "O", "H", "H", "H", "H", "H", "C", "P", "H", "H", "H", "H", "H"],
  "coordinates": [[-4.60266, -0.55780, -3.96519], [1.75906, -3.95272, -1.63153], [-0.67241, -0.49042, 0.30909], [1.44965, 0.67833, -1.56141], [4.69936, -1.55986, -0.57305], [4.07193, -4.99637, -1.85909], [-4.49506, -2.17433, -2.56646], [-1.18594, 11.49366, 2.25221], [3.36735, 5.60621, -1.63391], [-6.36827, -4.16011, -2.48221], [3.11051, 8.54858, -0.02577], [7.51304, -3.58424, -2.83990], [3.39914, 7.21357, -2.37892], [6.92077, -4.49184, -2.75085], [-0.98176, -7.94681, 5.30019], [3.08624, 11.08080, -0.79551], [-4.22956, -6.06392, -0.29843], [-0.26440, 1.87800, 3.05583], [7.40633, -2.98540, -4.22215], [2.57921, -3.48721, -2.18211], [6.26391, 0.43869, -2.32132], [-1.25931, 5.33951, 0.89830], [-6.94036, -8.09330, 1.62365], [-5.72490, -2.72753, -4.29746], [-2.55577, -7.13452, 5.32891], [1.94466, 3.00393, 2.92376], [-0.30617, 10.13200, 0.82732], [5.82397, -0.88090, -2.66061], [-2.53749, -8.97364, 4.21058], [-2.98805, -7.28727, -0.54919], [1.48131, 3.92779, 3.26873], [-5.83057, -2.59734, -3.21961], [-4.76301, -2.21022, -1.14900], [-3.47884, -8.85146, 1.71081], [5.94504, 1.09021, -3.13451], [8.09231, 1.54121, -2.00862], [-6.10554, 0.00458, -1.97446], [7.77165, 0.51065, -2.16372], [1.14621, 1.79726, 3.35532], [3.39586, 11.65279, 0.07757], [8.10703, -0.08454, -1.31151], [-6.79966, -3.79197, -1.24694], [-1.86741, -7.71107, 4.70856], [4.29113, 11.37242, 1.98786], [3.87410, 10.75316, 1.19216], [-5.21530, -4.97698, -2.30123], [1.07026, -0.67995, 0.42690], [2.03231, 3.06243, 1.84001], [-4.75487, -8.98296, -1.04718], [6.37114, -2.78652, -4.49495], [-4.27703, -0.66871, -2.93761], [4.96936, -3.21486, -2.28232], [-7.54370, -8.53576, 3.23145], [-2.06299, 3.96112, 3.51038], [-1.93872, 1.50894, 0.60335], [2.54721, 12.25672, 0.39724], [-5.89032, -9.72198, 2.57114], [1.29613, 7.51358, 1.14186], [-4.13008, -7.45528, 1.17647], [-7.45871, -4.68251, -3.22630], [0.27943, 0.00491, 0.11550], [-0.56699, 3.45766, 1.23713], [-4.99149, -7.91674, -1.06654], [7.81823, -3.68122, -4.95434], [-2.37916, 5.64576, 3.07002], [0.43681, 0.33224, -1.35504], [-2.52912, 4.12701, 1.05910], [3.91839, -3.93724, -1.64117], [4.20482, 12.31808, -0.22715], [3.42838, 6.58882, 0.61558], [-0.19589, 11.18250, 1.91737], [-6.63876, -1.89333, -2.99957], [-5.70012, -0.89587, -0.00248], [-1.56755, 4.45972, 1.46167], [4.71436, 7.32691, -0.32761], [7.20785, -2.67246, -1.77082], [-3.67607, -2.82359, -2.86397], [8.27148, 0.11576, -3.04789], [1.97170, 8.83315, 1.11758], [-5.09111, -0.04004, -1.85725], [-0.72100, 5.08192, 3.34501], [-1.82023, -9.63269, 3.72431], [0.34471, 12.05721, 1.55685], [-1.57318, -7.06933, 3.87822], [0.97011, 9.80096, 0.27233], [2.95147, 2.94041, 3.33832], [-0.79340, 9.22902, 1.20649], [2.47477, -2.40331, -2.11741], [-1.69163, 4.81099, 2.93180], [1.56955, 0.87577, 2.96357], [-3.61669, -8.64608, 3.32984], [-4.83370, 0.95009, -1.78173], [-0.89138, 1.90906, 1.58459], [-0.91187, 10.51326, 0.00561], [-2.01795, -8.67143, 1.54741], [3.62957, 7.23386, -0.23872], [3.96222, -3.81989, -0.55956], [4.68223, 10.10433, 0.86285], [-2.96511, -9.52289, 5.05228], [-4.81355, -9.74892, 1.62282], [7.95320, -2.04525, -4.28597], [-6.04558, -7.62178, 3.06481], [2.83555, 9.98701, 1.82734], [-4.01626, -7.12757, -0.21251], [8.54801, -3.88269, -2.66623], [-0.23607, 1.13618, -1.66041], [-6.64633, -8.41521, 2.62268], [-4.83207, -0.87939, -0.65958], [5.76173, 0.77629, -1.41053], [1.19574, 1.71222, 4.44148], [0.41158, 1.18881, 0.90214], [-6.01010, -7.80715, -0.69245], [0.23992, -0.54684, -1.97412], [-6.57255, -10.50818, 2.24343], [2.48199, -3.75146, -3.23663], [-3.23960, -0.42571, -2.71361], [3.05848, 6.64585, -1.51165], [5.76710, -2.01665, -1.49531], [-5.54141, -10.01975, 3.55708], [1.96941, 6.68993, -1.51014], [0.35260, 10.79809, 2.78023], [-3.88408, -0.70025, -0.15114], [-4.95870, -7.57674, -2.10052]],
  "atomic_forces_ev_per_a": [[-0.01, 0.87, 0.11], [0.02, -0.04, 0.00], [-0.05, 0.09, 0.02], [0.03, -0.08, 0.00], [2.45, 0.19, 2.27], [0.10, 0.03, -0.07], [-1.62, 0.62, -0.40], [-0.01, -0.02, -0.02], [0.03, 0.01, 0.01], [0.18, -0.58, -0.39], [0.03, 0.20, 0.45], [0.55, -0.69, -0.38], [0.05, -0.02, 0.01], [-0.23, 0.16, 0.09], [-0.02, -0.02, 0.01], [-0.01, -0.03, 0.02], [0.01, 0.01, 0.14], [-2.87, -0.54, 0.25], [-0.35, 0.27, -0.02], [-0.19, 0.09, -0.16], [0.13, 0.28, 0.01], [0.15, -0.10, -0.06], [-0.06, -0.07, 0.00], [-0.21, -0.25, 0.03], [0.00, -0.05, 0.04], [-0.20, 0.15, -0.40], [-0.24, 0.15, 0.08], [0.31, -0.15, 0.63], [0.17, 0.23, 0.17], [0.01, 0.00, 0.07], [0.04, -0.01, 0.07], [0.51, -0.47, 0.53], [0.53, 0.74, -0.77], [-1.60, 4.32, 4.58], [-0.08, -0.12, -0.05], [-0.03, 0.01, 0.00], [0.06, -0.39, -0.61], [0.02, -0.16, 0.09], [0.83, -0.21, 0.62], [-0.32, -0.21, -0.24], [0.01, 0.06, 0.02], [-0.01, 0.21, -0.18], [-0.05, 0.19, 0.03], [-0.23, -0.12, 0.18], [0.79, 0.55, 0.04], [0.73, 0.10, 0.18], [0.04, 0.07, 0.06], [-0.02, -0.02, 0.00], [0.00, 0.01, -0.03], [-0.01, 0.00, 0.03], [0.39, -2.46, 0.85], [0.45, 0.05, 0.16], [0.01, -0.13, -0.02], [-0.05, 0.04, 0.01], [-2.20, -0.64, 2.58], [0.06, 0.05, 0.05], [-0.72, -0.43, 0.40], [-0.15, 0.36, 3.40], [0.12, -0.63, -0.26], [-0.78, 0.31, -0.26], [0.15, 0.02, -0.29], [-0.64, -0.40, 0.37], [0.05, -0.20, 0.08], [0.07, -0.05, 0.10], [0.00, 0.00, -0.04], [0.02, 0.12, -0.15], [0.06, -0.07, -0.04], [-0.27, 0.03, -0.10], [0.05, -0.02, 0.12], [-0.13, 0.04, 0.01], [0.14, -0.07, 0.08], [0.05, 0.06, -0.17], [0.21, 0.69, 0.21], [-0.11, 0.38, 0.10], [-0.01, 0.12, 0.03], [0.04, 1.15, 2.56], [0.05, 0.00, 0.25], [-0.02, 0.06, -0.04], [1.46, 1.00, -6.45], [-0.12, 1.47, -0.18], [0.00, 0.09, -0.06], [0.00, 0.08, -0.12], [-0.06, 0.02, -0.05], [0.08, -0.14, -0.09], [0.07, -0.19, 0.75], [-0.05, -0.09, 0.09], [0.05, -0.03, -0.04], [0.08, 0.00, 0.17], [0.00, -0.21, 0.09], [-0.20, 0.01, -0.25], [-0.23, -0.28, -0.31], [0.32, -0.13, 0.53], [5.62, 1.35, -3.71], [0.11, -0.05, -0.09], [-0.21, -2.57, -2.18], [-0.05, -0.15, -0.27], [0.02, 0.12, -0.01], [-0.20, -0.21, -0.08], [-0.12, 0.00, -0.06], [1.85, -1.00, -1.85], [0.08, -0.04, 0.00], [0.04, -0.02, -0.01], [-1.37, -1.43, 2.02], [-0.03, 0.06, -0.25], [0.00, 0.21, 0.23], [-0.12, -0.06, 0.12], [0.26, 0.35, -0.03], [0.14, -2.00, 0.90], [-0.05, -0.06, -0.02], [-0.34, 0.05, -0.01], [-0.29, -0.04, 0.40], [-0.01, 0.06, -0.02], [0.07, -0.02, 0.03], [0.18, -0.02, -0.24], [0.02, -0.06, 0.02], [-0.06, 0.47, -0.39], [-0.07, 0.06, -0.17], [-3.15, -1.31, -5.52], [0.25, 0.15, -0.04], [0.00, -0.07, 0.16], [-0.05, 0.01, 0.02], [-0.14, 0.98, -0.12], [0.03, 0.03, 0.01]],
  "lowdin_charge": [0.149, 0.075, 0.094, 0.080, -0.222, 0.119, -0.289, 0.079, 0.075, 0.682, -0.235, -0.250, 0.076, 0.114, 0.078, 0.074, 0.093, -0.201, -0.070, -0.077, -0.277, 0.118, 0.070, 0.127, 0.074, -0.066, -0.278, -0.207, -0.281, 0.114, 0.075, -0.187, -0.095, 0.549, 0.117, 0.079, 0.186, -0.077, -0.238, -0.070, 0.073, 0.093, -0.075, 0.122, -0.250, -0.311, 0.122, 0.074, 0.075, 0.073, -0.014, -0.235, 0.083, 0.071, -0.259, 0.072, -0.254, -0.223, -0.207, -0.305, -0.280, -0.197, -0.078, 0.085, 0.081, -0.074, 0.104, -0.282, 0.085, 0.102, -0.077, 0.107, 0.159, -0.268, 0.117, -0.205, 0.164, 0.073, 0.544, 0.112, 0.076, 0.106, 0.073, 0.075, -0.205, 0.088, 0.106, 0.063, -0.072, 0.116, -0.238, 0.203, 0.538, 0.118, -0.211, -0.282, 0.106, 0.114, 0.117, -0.207, 0.072, 0.072, -0.206, -0.280, 0.122, 0.070, -0.073, -0.080, 0.109, 0.123, -0.228, 0.074, 0.068, 0.122, 0.076, 0.151, -0.074, 0.547, 0.114, 0.074, 0.072, 0.152, 0.066]
}

***

Energy readings, ordered: -31836.6941 -9416.7083 -118550.5546 eV